Formula: C23H16FN2NiO6PS5
Source: the OMol25 dataset
Level of theory: the ωB97M-V functional and the def2-TZVPD basis

Element x y z (Å)
Ni1 0.3391 0.7621 -0.7483
S1 4.8574 6.3238 -0.9988
C1 3.7785 5.0564 -0.8720
S2 2.1433 5.1344 -1.3894
C2 1.6940 3.4736 -1.0899
C3 2.6820 2.6984 -0.5999
S3 2.4607 0.9966 -0.2979
S4 4.2187 3.4807 -0.3538
S5 0.1132 2.8683 -1.4710
O1 -2.9591 -1.0997 -2.1645
C4 -1.9115 -0.8149 -1.5990
O2 -1.3954 0.3535 -1.4952
C5 -1.1293 -1.9568 -0.9035
P1 0.5777 -1.3964 -0.6131
C6 1.5475 -2.1479 -1.9532
C7 0.9782 -2.2786 -3.2188
C8 1.7283 -2.7652 -4.2790
C9 3.0566 -3.1197 -4.0888
C10 3.6334 -2.9770 -2.8347
C11 2.8855 -2.4904 -1.7730
C12 1.1542 -2.2428 0.8886
C13 1.3052 -3.6302 0.9291
C14 1.6978 -4.2570 2.0996
C15 1.9371 -3.4982 3.2413
C16 1.7834 -2.1218 3.2063
C17 1.3972 -1.4851 2.0312
H1 -1.2160 -2.8825 -1.4717
H2 -1.5931 -2.1201 0.0728
H3 -0.0517 -1.9836 -3.3841
H4 1.2741 -2.8576 -5.2578
H5 3.6436 -3.4947 -4.9185
H6 4.6745 -3.2342 -2.6818
H7 3.3461 -2.3634 -0.8014
H8 1.1197 -4.2183 0.0368
H9 1.8128 -5.3341 2.1259
H10 2.2382 -3.9874 4.1604
H11 1.9511 -1.5278 4.0954
H12 1.2491 -0.4105 2.0037
F1 -2.5614 5.3432 0.4460
C18 -3.2656 4.2877 0.8816
C19 -2.6956 3.0840 1.0401
N1 -3.4029 1.9987 1.5009
C20 -2.7256 0.6986 1.6628
C21 -1.3388 0.8953 2.3365
O3 -1.3438 0.9247 3.5751
O4 -0.3596 1.0082 1.5530
C22 -4.7422 2.0814 1.7774
O5 -5.4400 1.1539 2.1479
N2 -5.2842 3.3463 1.6043
C23 -4.6627 4.5099 1.1725
O6 -5.2838 5.5541 1.0698
H13 -1.6497 2.9083 0.8062
H14 -2.6383 0.2393 0.6786
H15 -3.3587 0.1001 2.3082
H16 -6.2693 3.4143 1.8070

Atoms 1-3, force components in eV/Å:
0.10 -0.09 -0.50
-0.04 0.05 0.16
0.08 -0.12 -0.42

E: -146607.804 eV
charge: -2
molecular weight: 685.4 u
orbital gap (spin up / spin down): 5.9 / 5.9 eV